Below is a cluster of 9 separate species, C27H63N9O9 in total at a distorted geometry, with properties calculated with ωB97M-V with the def2-TZVPD basis set.

Values from the calculation:
- DFT total energy: -60857.895 eV
- Energy above the lowest of the compared OMol25 structures with the same formula, charge and spin: 156.8 kcal per mole
- SMILES: CN(C)C=O.CN(C)C=O.CN(C)C=O.CN(C)C=O.CN(C)C=O.CN(C)C=O.CN(C)C=O.CN(C)C=O.CN(C)C=O
- Gap between HOMO and LUMO: 9.0 eV

Last column: Löwdin charge in e.
Positions of all 108 atoms, in Å:
C 3.368 5.555 -0.379  -0.34
O 3.916 6.641 -0.334  0.00
N 2.258 5.326 -1.121  -0.19
C 1.597 4.050 -1.202  -0.08
C 1.567 6.447 -1.737  -0.04
H 3.726 4.662 0.149  0.11
H 1.355 3.833 -2.248  0.08
H 0.579 4.059 -0.790  0.08
H 2.145 3.244 -0.723  0.07
H 0.720 6.658 -1.082  0.10
H 2.228 7.307 -1.814  0.08
H 1.344 6.220 -2.781  0.09
C 4.340 -1.000 5.773  -0.34
O 4.648 -0.459 4.724  -0.01
N 3.111 -1.498 6.035  -0.18
C 2.957 -2.440 7.143  -0.06
C 2.081 -1.528 4.997  -0.04
H 5.011 -1.024 6.647  0.14
H 3.351 -3.427 6.899  0.09
H 1.884 -2.556 7.306  0.09
H 3.316 -2.089 8.109  0.08
H 1.791 -2.521 4.647  0.07
H 1.148 -1.053 5.303  0.09
H 2.446 -1.014 4.111  0.07
C -7.290 -1.083 -1.165  -0.35
O -7.842 -0.970 -2.248  0.00
N -5.969 -0.931 -0.994  -0.19
C -5.275 -0.840 0.277  -0.06
C -5.055 -0.957 -2.147  -0.03
H -7.757 -1.194 -0.172  0.13
H -4.668 -1.707 0.560  0.09
H -5.983 -0.805 1.106  0.08
H -4.581 -0.002 0.242  0.08
H -5.560 -0.984 -3.109  0.08
H -4.454 -0.048 -2.163  0.08
H -4.521 -1.905 -2.062  0.08
C 4.223 -1.517 -4.194  -0.35
O 4.929 -2.264 -3.534  0.01
N 3.046 -1.047 -3.754  -0.19
C 1.982 -0.510 -4.594  -0.06
C 2.693 -1.143 -2.337  -0.03
H 4.536 -1.186 -5.197  0.13
H 2.227 -0.609 -5.653  0.08
H 1.931 0.570 -4.437  0.09
H 1.029 -1.009 -4.435  0.07
H 3.036 -2.062 -1.875  0.09
H 2.947 -0.245 -1.771  0.10
H 1.602 -1.153 -2.352  0.06
C 2.451 3.168 3.126  -0.36
O 1.753 3.660 2.257  -0.01
N 3.709 3.507 3.465  -0.18
C 4.320 2.889 4.664  -0.04
C 4.529 4.525 2.801  -0.03
H 2.217 2.187 3.570  0.13
H 5.121 2.181 4.472  0.08
H 3.553 2.454 5.303  0.08
H 4.659 3.777 5.198  0.08
H 5.216 4.078 2.083  0.10
H 3.877 5.285 2.378  0.08
H 5.092 4.925 3.642  0.08
C 0.103 -1.216 0.016  -0.34
O 0.989 -1.982 0.366  -0.02
N 0.022 0.046 0.472  -0.16
C -0.998 1.014 0.143  -0.05
C 1.139 0.561 1.286  -0.03
H -0.700 -1.483 -0.688  0.12
H -1.212 1.651 0.999  0.10
H -1.940 0.669 -0.284  0.07
H -0.659 1.669 -0.668  0.08
H 1.843 -0.200 1.597  0.08
H 1.559 1.502 0.932  0.06
H 0.693 0.913 2.225  0.08
C -0.030 -4.060 2.948  -0.34
O -0.217 -3.948 4.146  -0.01
N 0.574 -5.108 2.330  -0.18
C 0.880 -4.990 0.924  -0.08
C 1.125 -6.202 3.146  -0.03
H -0.186 -3.253 2.214  0.12
H 0.755 -5.935 0.382  0.09
H 1.891 -4.678 0.658  0.09
H 0.160 -4.337 0.437  0.06
H 1.053 -6.025 4.212  0.08
H 0.484 -7.047 2.878  0.09
H 2.128 -6.474 2.819  0.08
C -4.523 3.369 -1.615  -0.34
O -3.522 2.699 -1.424  -0.01
N -4.897 3.923 -2.783  -0.20
C -6.258 4.432 -2.906  -0.05
C -4.047 3.962 -3.948  -0.05
H -5.253 3.542 -0.808  0.13
H -6.775 4.488 -1.955  0.08
H -6.762 3.809 -3.650  0.09
H -6.228 5.416 -3.383  0.09
H -4.401 3.261 -4.705  0.09
H -4.034 4.956 -4.405  0.09
H -3.009 3.821 -3.655  0.09
C -2.299 -4.346 -2.122  -0.35
O -1.976 -3.581 -1.229  -0.01
N -1.916 -4.260 -3.403  -0.19
C -2.142 -5.367 -4.337  -0.05
C -1.269 -3.070 -3.938  -0.04
H -2.867 -5.250 -1.865  0.14
H -2.637 -5.043 -5.251  0.09
H -2.762 -6.120 -3.856  0.08
H -1.189 -5.827 -4.601  0.09
H -0.725 -2.512 -3.178  0.07
H -0.541 -3.391 -4.683  0.09
H -2.031 -2.421 -4.371  0.10

***

Below is a cluster of 9 separate species, C27H64BrF7N17O16P2S in total at a distorted geometry, with properties calculated with ωB97M-V with the def2-TZVPD basis set.

Values from the calculation:
- DFT total energy: -205603.988 eV
- Total charge: +1
- Gap between HOMO and LUMO: 6.5 eV

Last column: Löwdin charge in e.
Positions of all 135 atoms, in Å:
C 8.669 5.334 -1.484  -0.11
C 8.125 4.499 -2.681  -0.26
C 6.622 4.064 -2.498  -0.19
C 6.575 2.896 -1.430  -0.23
C 5.105 2.788 -0.950  -0.12
C 4.822 1.960 0.381  -0.50
P 6.132 0.683 0.870  0.70
O 7.641 1.348 1.070  -0.36
Br 6.340 -0.630 -0.962  0.47
O 3.726 1.173 -0.069  -0.16
C 2.864 0.499 0.840  -0.37
C 3.203 -1.043 0.625  -0.05
C 1.484 0.633 0.042  -0.10
C 1.163 2.073 -0.439  -0.16
C -0.197 2.070 -1.270  -0.18
C 0.040 2.646 -2.712  -0.23
C -0.835 1.836 -3.754  -0.09
C 2.792 0.948 2.358  -0.33
O 1.424 1.305 2.465  -0.01
S 2.854 -0.463 3.602  0.77
O 2.527 -0.017 4.938  -0.27
O 4.028 -1.271 3.593  -0.28
C 1.480 -1.729 3.307  -0.63
F 0.860 -2.030 4.450  0.14
F 0.535 -1.398 2.430  0.16
F 2.006 -2.883 2.905  0.16
N 3.667 2.162 2.739  -0.16
C 2.842 3.074 3.647  -0.05
C 1.929 4.148 3.031  -0.45
O 0.792 4.058 3.181  0.23
F 2.364 5.259 2.406  0.14
P 5.062 1.658 3.942  0.99
O 6.538 2.207 3.595  -0.22
O 4.792 1.859 5.549  -0.19
C 4.225 2.879 1.528  -0.09
C 5.088 4.126 1.746  -0.54
F 6.386 3.951 1.408  0.14
F 4.705 5.179 1.004  0.16
F 5.174 4.621 3.015  0.12
H 9.777 5.260 -1.504  0.08
H 8.336 6.384 -1.567  0.08
H 8.365 4.956 -0.487  0.05
H 8.115 5.185 -3.558  0.11
H 8.777 3.654 -2.974  0.11
H 6.111 4.977 -2.121  0.11
H 6.220 3.752 -3.478  0.11
H 6.952 2.017 -1.990  0.08
H 7.342 3.164 -0.690  0.07
H 4.580 2.321 -1.812  0.14
H 4.678 3.809 -0.915  0.11
H 8.311 0.916 0.513  0.06
H 2.336 -1.701 0.798  0.09
H 3.399 -1.124 -0.463  0.09
H 4.145 -1.358 1.102  0.03
H 1.723 0.089 -0.902  0.14
H 0.647 0.070 0.474  0.12
H 0.959 2.712 0.452  0.10
H 1.919 2.514 -1.105  0.10
H -0.657 1.063 -1.277  0.10
H -0.910 2.757 -0.772  0.11
H 1.090 2.577 -3.053  0.09
H -0.259 3.710 -2.729  0.10
H -1.543 1.169 -3.227  0.06
H -0.168 1.222 -4.384  0.07
H -1.407 2.581 -4.337  0.05
H 1.035 0.991 3.301  0.12
H 2.286 2.502 4.410  0.14
H 3.511 3.689 4.300  0.13
H 7.258 1.573 3.771  0.11
H 5.429 2.458 5.998  0.10
H 3.323 3.249 0.975  0.17
C -1.939 5.172 -6.106  -0.69
O -1.149 4.256 -6.282  0.00
N -1.533 6.422 -5.724  0.14
N -3.278 5.029 -6.274  0.16
H -2.160 7.190 -5.573  0.09
H -0.548 6.564 -5.591  0.10
H -3.620 4.118 -6.556  0.05
H -3.937 5.771 -6.133  0.10
C -2.543 -2.125 6.371  -0.68
O -3.038 -2.277 5.266  0.01
N -1.231 -1.797 6.539  0.16
N -3.256 -2.270 7.522  0.16
H -0.797 -1.665 7.433  0.10
H -0.682 -1.686 5.708  0.07
H -4.226 -2.512 7.433  0.11
H -2.866 -2.149 8.438  0.10
C -5.227 2.068 -7.805  -0.66
O -5.061 2.942 -6.965  0.00
N -5.084 2.298 -9.137  0.16
N -5.568 0.794 -7.473  0.16
H -5.215 1.597 -9.842  0.10
H -4.832 3.230 -9.417  0.11
H -5.682 0.589 -6.496  0.11
H -5.709 0.062 -8.144  0.10
C -5.863 -2.556 1.723  -0.69
O -6.354 -2.703 0.611  0.00
N -4.553 -2.228 1.908  0.16
N -6.579 -2.709 2.867  0.17
H -4.130 -2.105 2.812  0.07
H -3.992 -2.107 1.085  0.10
H -7.554 -2.952 2.773  0.08
H -6.191 -2.593 3.784  0.09
C -5.391 -6.853 -0.329  -0.70
O -4.646 -7.807 -0.480  0.01
N -4.953 -5.631 0.070  0.16
N -6.738 -6.932 -0.550  0.15
H -5.556 -4.834 0.199  0.06
H -3.969 -5.531 0.243  0.10
H -7.100 -7.820 -0.845  0.09
H -7.369 -6.160 -0.432  0.10
C 5.788 -4.254 1.058  -0.68
O 5.253 -3.488 0.271  -0.03
N 5.200 -4.632 2.227  0.16
N 7.017 -4.795 0.831  0.16
H 5.621 -5.259 2.886  0.10
H 4.292 -4.252 2.428  0.09
H 7.480 -4.540 -0.023  0.11
H 7.474 -5.426 1.463  0.10
C -7.373 -7.590 -5.291  -0.69
O -7.853 -7.732 -6.401  0.02
N -6.063 -7.263 -5.092  0.15
N -8.102 -7.745 -4.148  0.15
H -5.649 -7.142 -4.186  0.09
H -5.493 -7.140 -5.909  0.10
H -9.071 -7.987 -4.252  0.10
H -7.723 -7.631 -3.227  0.07
C -10.489 -2.812 4.039  -0.68
O -9.906 -3.303 3.087  0.02
N -10.239 -3.189 5.327  0.15
N -11.439 -1.847 3.897  0.15
H -10.708 -2.799 6.123  0.09
H -9.546 -3.901 5.469  0.10
H -11.648 -1.546 2.962  0.11
H -11.931 -1.431 4.664  0.09